# 1
Molecular formula: C43H48F3IrN2O6SbSi
Method: DFT, ωB97M-V/def2-TZVPD

The geometry in XYZ format:
```
105
Properties=species:S:1:pos:R:3
H -1.517 -2.707 -0.384
H -4.057 -4.183 5.290
C -3.645 2.126 -5.738
Si -3.082 -0.389 -1.845
C 0.506 2.589 -3.474
H -8.218 -0.819 0.777
H -7.735 -2.149 -1.251
H 1.877 3.600 1.577
H -1.348 -5.567 -3.680
H 4.318 0.869 1.760
C -2.666 -4.060 2.207
H 0.700 -7.538 0.988
H -4.369 1.011 0.461
C -2.338 2.803 2.701
C -3.896 0.762 -5.754
O 0.380 0.592 -2.141
C -3.031 1.970 -3.424
H -3.903 -3.258 -1.154
H -2.696 2.458 -2.514
O -1.339 -2.235 0.441
F -0.336 3.590 -3.705
C 0.161 1.846 -2.169
H -4.235 0.285 -6.664
H -3.258 -0.198 3.977
F 1.739 3.121 -3.314
H 3.097 1.341 -2.232
H -0.322 -3.489 -4.546
C 3.295 0.524 1.900
H -3.900 -1.059 -4.644
H -3.794 2.715 -6.634
C -1.036 1.317 4.159
H -2.861 -4.365 1.186
C -5.770 -1.334 -1.505
H -2.797 -0.238 1.159
H 1.592 -7.222 -1.296
H 1.470 -4.992 -2.363
N -2.416 1.714 3.730
H 3.714 -0.101 -1.402
H 4.411 1.501 -1.037
C -1.095 -3.438 -3.789
C -1.677 -4.604 -3.310
C -4.774 -0.478 -1.025
H 2.911 0.903 2.846
H -0.614 2.141 4.730
C -3.107 -3.297 -1.889
C -1.695 2.226 1.425
C -3.113 0.514 3.165
H 3.361 3.577 0.603
H -1.037 -1.304 -3.681
H 1.782 3.865 -0.177
H 0.496 1.797 2.693
C 0.086 -5.499 1.200
H -2.935 2.054 4.538
Sb 2.144 1.242 0.286
H -1.929 -3.050 5.847
C 1.145 -6.390 -0.768
H -6.538 0.786 1.614
C -7.264 -0.721 0.277
H -1.754 3.611 3.139
C -2.222 -0.058 2.058
O 1.407 -2.587 2.579
C -0.573 -3.037 1.321
C -2.152 -3.315 4.821
C -3.277 0.595 -3.412
C 0.508 -4.076 -0.686
C 0.648 -6.566 0.515
H 0.468 -3.101 -1.163
H -3.121 -5.443 -1.966
N -1.119 0.890 1.719
H -4.505 -4.860 2.950
Ir -0.191 0.260 -0.080
C -3.591 -4.338 3.199
C -1.510 -2.207 -3.307
C 2.301 3.324 0.611
C 3.501 0.962 -1.298
C -0.219 1.001 2.895
O -2.055 0.390 -0.813
C -2.674 -4.535 -2.350
C -0.001 -4.252 0.596
H -1.141 0.450 4.811
C -3.206 2.731 -4.570
H -0.909 2.877 1.052
H -0.280 -2.570 4.080
C -5.089 0.282 0.104
H -3.351 3.160 2.524
C -2.538 -2.108 -2.358
O 0.823 -0.992 1.204
C -6.991 -1.465 -0.862
H -1.779 -0.993 2.370
C -6.313 0.171 0.750
C -1.223 -3.034 3.821
H 3.251 -0.562 1.919
C -3.339 -3.959 4.512
H -3.001 3.793 -4.556
C 1.078 -5.141 -1.366
O -0.215 2.513 -1.187
C 0.629 -2.181 1.743
H -5.594 -1.907 -2.410
H -2.413 2.097 0.621
C -1.477 -3.396 2.503
H -0.283 -5.642 2.207
H -4.087 0.838 2.797
C -3.711 0.009 -4.605
H 0.331 0.074 3.007
F 0.534 1.783 -4.526
```

Summary:
LUMO (alpha / beta) (eV): -3.0236 / -3.0238
Total energy (eV): -86037.64284
HOMO-LUMO gap (alpha / beta) (eV): 7.55 / 7.56
Energy relative to the best compared isomer or geometry (same formula, charge and spin) (kcal/mol): 19.3
Total charge: +1

# 2
Molecular formula: C21H20N5PtS
Method: DFT, ωB97M-V/def2-TZVPD

The geometry in XYZ format:
```
48
Properties=species:S:1:pos:R:3
C 0.891 -2.924 1.487
C 4.147 2.288 0.327
C 1.491 0.348 3.063
H 0.109 -0.051 -4.946
H 0.629 0.999 3.233
C -0.525 -0.865 -4.604
C -1.142 0.096 -2.401
H -4.088 2.361 -1.362
H -0.124 -3.010 -1.576
H 4.263 0.421 3.157
C -3.110 2.196 1.866
N -1.787 0.761 0.485
N -1.479 -0.376 -3.615
C -2.527 1.118 -0.545
H -3.316 2.581 2.854
C -3.550 2.057 -0.477
C 0.356 -4.513 0.014
C 4.679 1.590 1.403
C 0.802 -4.306 1.318
H -3.325 -0.699 -4.672
H 4.806 2.754 -0.393
Pt 0.641 -0.342 0.317
C 1.937 1.805 1.118
H 1.582 -2.335 3.499
N -2.308 0.447 -1.790
C 3.843 0.982 2.331
C -3.842 2.601 0.761
H 0.167 -5.461 -0.462
C 2.469 1.090 2.194
H -4.389 0.303 -2.349
H 1.873 0.026 4.033
S 0.503 0.188 -1.919
C 1.218 -2.024 2.524
C 0.193 -3.258 -0.576
H 5.752 1.510 1.515
H -1.471 0.957 2.501
C -2.848 -0.342 -3.777
H 0.094 -1.640 -4.158
H 2.352 2.945 -0.654
H -1.087 -1.270 -5.440
C -3.367 0.161 -2.646
C -2.084 1.290 1.673
H 1.024 -5.057 2.058
N 0.504 -2.306 0.311
N 1.054 -0.768 2.244
C 2.772 2.394 0.178
H -4.633 3.333 0.858
H 0.851 1.940 1.039
```

Summary:
LUMO (eV): -3.0142
Total energy (eV): -43628.71787
HOMO-LUMO gap (eV): 7.50
Energy relative to the best compared isomer or geometry (same formula, charge and spin) (kcal/mol): 27.9
Total charge: +1